(1)
The following is a DFT calculation (ωB97M-V/def2-TZVPD) of the molecule C20H22N2O2 in a non-equilibrium geometry.

```
46
Properties=species:S:1:pos:R:3:forces:R:3:nbo_charge:R:1
C 3.737 1.522 -3.720 -1.15 -0.36 -0.35 -0.6559
C 2.466 0.745 -3.373 0.51 0.24 -0.57 0.2434
N 1.197 1.139 -3.794 0.89 -0.33 0.57 -0.5111
C 0.239 0.276 -3.281 -0.12 -0.72 -0.03 0.1643
C -1.260 0.431 -3.483 1.09 -0.64 -0.27 -0.6467
C 0.901 -0.707 -2.569 0.57 1.27 -0.80 -0.1328
C 0.221 -1.740 -1.817 -0.42 0.04 2.63 -0.1034
C 0.124 -1.763 -0.444 0.27 0.45 -1.71 -0.1179
C 0.733 -0.667 0.407 -0.36 -0.41 1.23 -0.2481
N 0.076 -0.641 1.727 -0.55 -0.89 -0.73 -0.4663
C 0.178 0.522 2.540 -0.60 0.60 -0.15 -0.2424
C -1.211 1.106 2.895 0.59 0.16 -0.67 0.0658
C -1.373 1.899 4.036 0.49 0.02 0.39 -0.2553
C -2.560 2.564 4.289 -0.09 -0.60 -1.01 -0.1926
C -3.604 2.464 3.370 -0.34 0.02 0.49 -0.2289
C -3.468 1.680 2.238 0.24 -0.49 -0.59 -0.2039
C -2.262 0.983 1.977 -0.94 0.95 0.94 -0.2485
C 0.024 -1.936 2.433 1.51 0.55 -0.47 -0.2143
C -0.949 -2.820 1.719 -0.34 -0.11 -0.14 -0.5023
C -0.653 -2.848 0.221 -0.20 -1.14 0.25 0.5589
O -1.013 -3.824 -0.404 -0.12 0.02 -0.39 -0.5410
C 2.340 -0.441 -2.659 -1.78 0.18 0.03 -0.2422
C 3.306 -1.322 -2.019 2.31 1.69 0.94 0.3961
O 4.499 -1.026 -1.851 -1.59 -0.61 -0.59 -0.5556
H 4.596 0.908 -3.556 0.42 -0.56 0.20 0.2578
H 3.747 1.810 -4.772 -0.12 0.08 -0.02 0.2137
H 3.880 2.413 -3.121 -0.26 0.19 0.20 0.2265
H 1.023 1.901 -4.447 0.10 -0.38 0.51 0.4183
H -1.545 0.475 -4.525 0.17 0.06 -0.52 0.2195
H -1.594 1.343 -3.043 -0.49 0.55 0.59 0.2211
H -1.789 -0.443 -3.091 0.16 0.33 0.28 0.2379
H -0.340 -2.444 -2.385 -0.36 -0.82 -0.15 0.2293
H 1.804 -0.865 0.576 0.16 0.21 -0.42 0.1828
H 0.576 0.299 -0.091 0.27 -0.20 0.19 0.2225
H 0.717 0.264 3.431 0.33 0.11 0.90 0.1869
H 0.784 1.305 2.047 -0.31 -0.26 0.03 0.2076
H -0.546 2.020 4.761 -0.41 -0.23 -0.56 0.2098
H -2.690 3.135 5.174 -0.01 0.45 0.65 0.2097
H -4.554 2.952 3.602 0.32 -0.09 -0.25 0.2121
H -4.319 1.605 1.539 0.59 -0.03 0.37 0.2116
H -2.202 0.383 1.080 0.31 -0.09 0.05 0.2240
H -0.301 -1.819 3.472 0.29 0.27 -0.17 0.2155
H 1.058 -2.405 2.407 -0.82 0.32 0.32 0.1671
H -0.985 -3.850 2.144 0.10 0.63 -0.60 0.2350
H -1.938 -2.366 1.872 0.02 -0.17 -0.22 0.2352
H 2.930 -2.216 -1.510 -0.33 -0.27 -0.34 0.1370
```
Forces are in eV/Å.

As for the energy: -28171.061 eV. Its spin multiplicity is 1. The SMILES is Cc1[nH]c(C)c(/C=C2\CN(Cc3ccccc3)CCC2=O)c1C=O. For the energy above the lowest of the compared OMol25 structures with the same formula, charge and spin, the calculation gives 71.05 kcal per mole. For the HOMO-LUMO gap, the calculation gives 8.557 eV.



(2)
The following is a DFT calculation (ωB97M-V/def2-TZVPD) of the molecule C14H17N3O3S2 in a non-equilibrium geometry.

```
39
Properties=species:S:1:pos:R:3:forces:R:3:nbo_charge:R:1
C 1.489 -1.610 1.628 0.20 -0.12 0.06 -0.4255
C 0.121 -1.994 1.097 0.06 0.07 -0.20 -0.2019
N -0.863 -0.961 1.389 0.23 0.03 -0.12 -0.3820
C -2.287 -1.249 1.315 -0.58 -0.76 -0.03 -0.2241
C -2.956 0.044 1.708 -0.33 0.57 0.19 -0.2246
N -1.842 0.905 2.041 2.51 -0.73 -0.79 -0.4058
C -0.647 0.312 1.737 -2.02 0.18 0.12 0.3482
S 0.866 1.094 1.737 0.15 0.60 0.34 0.4619
C 1.918 -0.255 1.105 -0.22 0.12 -0.09 -0.5409
H 1.494 -1.589 2.722 -0.07 -0.07 -0.07 0.2251
H 2.217 -2.358 1.307 -0.09 -0.03 0.04 0.2337
H 0.171 -2.144 0.007 -0.04 -0.03 0.22 0.2004
H -0.224 -2.936 1.547 0.02 0.28 -0.06 0.2208
H -2.592 -1.530 0.300 0.29 -0.16 0.15 0.2101
H -2.561 -2.057 2.004 0.23 -0.04 -0.17 0.2103
H -3.502 0.496 0.876 -0.11 -0.05 0.16 0.2188
H -3.595 0.019 2.584 -0.23 -0.29 -0.11 0.2602
H 2.923 0.006 1.453 -0.20 -0.02 -0.16 0.2493
H 1.880 -0.213 0.010 0.17 -0.06 0.20 0.2239
C -9.688 3.102 4.564 -0.06 0.00 0.09 -0.6298
C -8.189 3.248 4.553 0.39 0.08 -0.02 -0.0065
C -7.599 4.387 3.980 0.29 -0.27 0.19 -0.2281
C -6.209 4.478 3.869 0.02 -0.29 -0.05 -0.1658
C -5.397 3.428 4.313 -0.19 -0.25 0.18 -0.3423
S -3.604 3.527 4.090 -1.00 0.56 -0.49 2.3132
N -3.290 2.285 3.077 0.96 -0.04 0.32 -0.9710
C -2.018 2.200 2.620 -1.29 1.82 0.66 0.7597
O -1.097 3.013 2.584 0.01 -1.20 0.05 -0.6393
O -3.440 4.798 3.426 0.46 -0.04 0.28 -0.9606
O -3.030 3.297 5.394 0.20 -0.04 -0.25 -0.9521
C -5.970 2.362 5.009 -0.15 0.10 -0.21 -0.1162
C -7.360 2.259 5.112 0.03 0.30 -0.15 -0.2520
H -9.967 2.154 5.035 -0.08 0.20 -0.08 0.2117
H -10.159 3.927 5.116 0.05 -0.21 -0.11 0.2197
H -10.087 3.115 3.540 0.08 -0.02 0.26 0.2190
H -8.228 5.213 3.622 0.25 -0.41 0.11 0.2111
H -5.734 5.355 3.441 -0.07 -0.17 -0.06 0.2470
H -5.323 1.623 5.472 -0.08 0.01 -0.14 0.2172
H -7.812 1.407 5.637 0.20 0.36 -0.27 0.2073
```
Forces are in eV/Å.

As for the energy: -47076.470 eV. Its spin multiplicity is 1. For the energy above the lowest of the compared OMol25 structures with the same formula, charge and spin, the calculation gives 36.96 kcal per mole. For the HOMO-LUMO gap, the calculation gives 8.199 eV.



> Number 1 is which compound?

C20H22N2O2